Here is one molecule with the formula H3NO at a distorted geometry from OMol25. Energies are from ωB97M-V/def2-TZVPD.

Each line ends with the natural charge from an NBO analysis.
Geometry (Å):
O (0.921, -0.445, -0.157)  -0.56
H (-0.590, 0.674, -0.213)  0.30
H (-0.896, -0.554, 0.652)  0.31
N (-0.511, -0.389, -0.296)  -0.48
H (1.076, 0.714, 0.014)  0.42

## Properties
Energy above the lowest of the compared OMol25 structures with the same formula, charge and spin ... 1.297 eV
Maximum force ... 5.83 eV Å⁻¹
Calculated total energy ... -3582.9965 eV
SMILES ... NO
Net charge ... 0
LUMO level ... 0.0123 Eh

Here is C25H14ClFeN3OS4 as an isolated structure from OMol25. Energies are from ωB97M-V/def2-TZVPD.

Each line ends with the Mulliken spin population.
Geometry (Å):
C (0.167, -4.612, 0.761)  0.00
C (0.216, -5.989, 0.835)  0.00
H (0.736, -6.477, 1.649)  0.00
C (-2.069, 1.143, 3.373)  0.00
C (-0.622, -1.334, -0.427)  -0.07
H (-1.573, -6.739, -1.946)  0.00
S (-3.557, 0.998, -2.401)  0.00
Cl (-3.703, 4.550, 4.688)  0.00
H (-2.276, 4.828, 2.234)  0.00
C (-2.234, 3.790, 2.543)  0.00
C (-0.768, 3.327, 0.645)  0.00
C (-0.547, -2.547, -0.370)  0.02
H (0.386, 4.956, -1.497)  0.00
C (-2.839, 3.396, 3.700)  0.01
H (4.277, -0.990, -1.141)  0.00
H (4.991, 1.219, -2.034)  0.00
C (-0.409, -6.764, -0.143)  0.00
C (0.860, 2.952, -0.977)  0.02
C (-0.503, -3.966, -0.288)  -0.01
C (1.823, 1.911, -1.059)  -0.01
C (2.292, -0.304, -0.656)  0.00
O (-0.826, 0.582, 1.477)  0.00
N (-0.291, 2.558, -0.270)  -0.02
S (-1.967, 2.036, -3.165)  0.00
C (-1.086, -6.137, -1.191)  0.00
C (3.089, 2.156, -1.605)  0.00
H (-0.457, 4.374, 0.671)  0.00
Fe (-0.654, 0.586, -0.478)  1.14
C (-1.460, 1.487, 2.130)  0.00
H (2.604, 5.385, -2.531)  0.00
S (-2.939, 0.752, -0.434)  -0.04
N (-0.314, -9.344, -0.010)  0.00
H (1.918, -1.269, -0.332)  0.00
C (-0.357, -8.196, -0.069)  0.00
C (-1.130, -4.760, -1.261)  0.00
H (4.332, 3.637, -2.575)  0.00
C (2.401, 4.413, -2.101)  0.00
C (-2.752, 2.059, 4.122)  0.00
C (3.363, 3.444, -2.131)  0.00
H (-1.652, -4.267, -2.069)  0.00
C (3.610, -0.139, -1.136)  0.00
C (3.999, 1.073, -1.623)  0.00
H (-3.230, 1.765, 5.047)  0.00
S (-0.504, 0.647, -2.765)  -0.03
C (1.137, 4.176, -1.512)  0.00
N (1.432, 0.680, -0.617)  -0.02
H (0.644, -4.009, 1.523)  0.00
C (-1.561, 2.855, 1.733)  0.02
H (-1.997, 0.109, 3.683)  0.00

## Properties
Energy above the lowest of the compared OMol25 structures with the same formula, charge and spin ... 0.000 eV
Maximum force ... 0.13 eV Å⁻¹
Multiplicity ... 2
Calculated total energy ... -122923.1060 eV
Net charge ... -1
LUMO level (spin up / spin down) ... 0.0637 / 0.0638 Eh

Here is an isolated ion of composition CH4IN2O and charge +1 at a distorted geometry from OMol25. Energies are from ωB97M-V/def2-TZVPD.

Each line ends with the Mulliken spin population.
Geometry (Å):
H (0.785, 2.274, -0.482)  0.00
O (0.741, -2.232, 0.039)  0.03
C (0.873, 0.128, 0.019)  0.30
N (0.319, 1.400, -0.169)  0.03
H (1.640, -2.075, 0.114)  0.00
N (0.174, -0.966, -0.065)  0.05
I (2.944, 0.102, -0.020)  1.58
H (-0.636, 1.434, -0.184)  0.01
H (-0.875, -0.966, -0.001)  0.00

## Properties
Energy above the lowest of the compared OMol25 structures with the same formula, charge and spin ... 1.546 eV
Maximum force ... 6.60 eV Å⁻¹
Multiplicity ... 3
Calculated total energy ... -14216.5595 eV
Net charge ... +1
LUMO level (spin up / spin down) ... -0.1506 / -0.3275 Eh

Here is one molecule with the formula C18H19ClN4O3 at a distorted geometry from OMol25. Energies are from ωB97M-V/def2-TZVPD.

Each line ends with the natural charge from an NBO analysis.
Geometry (Å):
O (-8.481, -1.566, 0.469)  -0.36
H (1.947, 2.483, -0.093)  0.22
H (0.648, 1.450, -1.978)  0.19
C (0.067, -0.804, -0.204)  -0.26
H (3.007, 1.896, 1.932)  0.21
N (-1.897, 0.599, -0.592)  -0.18
H (-3.902, 2.036, -0.952)  0.24
H (4.690, -2.547, -2.510)  0.20
C (5.973, 0.336, 1.693)  -0.23
C (-5.087, -0.843, 0.324)  -0.18
C (-4.621, 1.321, -0.585)  -0.15
C (4.455, -0.488, 0.009)  0.33
N (-7.330, -1.569, 0.839)  0.52
H (6.468, -1.166, 0.270)  0.22
H (2.030, -1.649, -0.210)  0.23
H (0.903, 1.622, 1.063)  0.18
O (4.146, -1.256, -1.091)  -0.53
C (5.693, -0.506, 0.626)  -0.30
H (-0.401, 2.416, -0.917)  0.23
C (1.350, 1.579, 0.056)  -0.22
C (3.441, 0.374, 0.489)  0.11
C (-6.896, 0.706, -0.084)  -0.06
C (5.005, 1.207, 2.145)  -0.22
C (3.755, 1.220, 1.551)  -0.25
C (5.147, -2.072, -1.642)  -0.25
H (-2.486, -1.261, 0.180)  0.17
H (6.014, -1.487, -1.966)  0.18
C (-4.152, 0.074, -0.146)  -0.08
C (-5.961, 1.630, -0.546)  -0.22
H (-0.022, -0.865, 0.891)  0.19
H (-4.777, -1.817, 0.674)  0.24
H (1.605, -0.817, -1.710)  0.19
Cl (-8.552, 1.165, -0.021)  0.06
H (5.473, -2.847, -0.940)  0.18
H (-0.402, -1.694, -0.636)  0.21
C (-6.443, -0.542, 0.350)  0.06
H (-6.309, 2.596, -0.874)  0.23
C (0.223, 1.523, -0.971)  -0.22
C (-2.750, -0.263, -0.171)  -0.06
C (1.537, -0.766, -0.615)  -0.20
N (-0.615, 0.379, -0.695)  -0.22
H (5.211, 1.876, 2.967)  0.21
H (6.949, 0.308, 2.152)  0.21
O (-6.851, -2.394, 1.590)  -0.38
N (2.199, 0.424, -0.122)  -0.44

## Properties
Energy above the lowest of the compared OMol25 structures with the same formula, charge and spin ... 6.416 eV
Maximum force ... 1.22 eV Å⁻¹
Calculated total energy ... -43595.1217 eV
SMILES ... COc1ccccc1N1CCN(/N=C/c2ccc(Cl)c([N+](=O)[O-])c2)CC1
Net charge ... 0
LUMO level ... -0.0125 Eh

Here is an isolated ion of composition CH4O2PS and charge -1 at a distorted geometry from OMol25. Energies are from ωB97M-V/def2-TZVPD.

Each line ends with the natural charge from an NBO analysis.
Geometry (Å):
H (-1.234, 1.931, 0.745)  0.12
S (-2.041, 0.958, 0.222)  -0.16
H (-1.073, -1.242, 0.500)  0.21
O (1.043, 1.500, -0.676)  -1.15
P (0.883, 0.454, 0.338)  1.31
H (2.479, -1.480, 0.546)  0.43
O (1.848, -1.327, -0.248)  -1.10
C (-0.784, -0.356, -0.148)  -0.89
H (-1.121, -0.438, -1.280)  0.23

## Properties
Energy above the lowest of the compared OMol25 structures with the same formula, charge and spin ... 3.432 eV
Maximum force ... 3.61 eV Å⁻¹
Calculated total energy ... -25321.8563 eV
SMILES ... [O-]P(O)CS
Net charge ... -1
LUMO level ... 0.1302 Eh

Here is a 2-piece molecular cluster, C10H17N5O5 overall at a distorted geometry from OMol25. Energies are from ωB97M-V/def2-TZVPD.

Each line ends with the natural charge from an NBO analysis.
Geometry (Å):
C (-2.233, -4.735, 2.935)  -0.15
N (-2.087, -4.395, 4.335)  -0.83
C (2.368, 5.438, -2.950)  0.67
H (-1.511, -5.081, 4.808)  0.37
O (0.373, 2.661, -0.812)  -0.61
H (4.177, 5.870, -3.761)  0.41
N (-1.405, -1.667, 3.102)  -0.49
H (0.733, -5.915, 2.492)  0.50
O (2.569, 6.056, -1.912)  -0.60
C (-1.803, -2.419, 2.013)  0.07
C (-2.789, -3.540, 2.143)  -0.42
C (1.071, 4.728, -3.250)  -0.50
H (-3.078, -3.883, 1.144)  0.23
H (0.290, 5.151, -2.605)  0.25
H (3.117, 5.048, -4.856)  0.39
H (0.791, 4.961, -4.284)  0.24
C (1.311, 2.913, -1.553)  0.78
N (-0.325, -0.974, 1.304)  -0.52
C (1.218, 3.224, -3.049)  -0.15
N (3.330, 5.335, -3.910)  -0.83
N (0.034, 2.532, -3.623)  -0.81
H (-0.783, 2.792, -3.059)  0.37
H (0.297, -0.434, 0.722)  0.42
C (-0.989, -5.261, 2.218)  0.78
H (-1.160, -2.357, -0.128)  0.22
C (-0.524, -0.816, 2.638)  0.17
H (-1.627, -3.491, 4.419)  0.39
O (-0.906, -5.437, 1.024)  -0.61
H (-2.962, -5.553, 2.848)  0.22
H (-3.687, -3.192, 2.663)  0.24
H (0.137, 1.528, -3.456)  0.36
H (2.107, 2.826, -3.549)  0.22
O (0.023, -5.564, 3.055)  -0.69
O (2.575, 2.928, -1.092)  -0.67
C (-1.138, -2.005, 0.892)  -0.09
H (-0.003, -0.065, 3.217)  0.20
H (2.490, 2.793, -0.125)  0.50

## Properties
Maximum force ... 1.62 eV Å⁻¹
Calculated total energy ... -28335.5818 eV
SMILES ... N[C@@H](Cc1c[nH]cn1)C(=O)O.NC(=O)C[C@H](N)C(=O)O
Net charge ... 0
LUMO level ... 0.0091 Eh

Here is C4H7N as an isolated structure at a distorted geometry from OMol25. Energies are from ωB97M-V/def2-TZVPD.

Each line ends with the natural charge from an NBO analysis.
Geometry (Å):
H (0.288, -1.095, 2.319)  0.20
H (-0.084, 0.855, 2.038)  0.17
C (-0.415, -0.331, -1.749)  -0.05
C (-0.596, 0.009, -0.245)  -0.28
H (-0.249, -0.702, -4.188)  0.28
H (-1.309, 0.802, -0.321)  0.20
H (0.770, 1.159, 0.153)  0.35
N (0.718, 0.258, 0.359)  -0.62
C (0.596, 0.112, 1.810)  -0.40
H (1.770, 0.241, 2.401)  0.20
C (-0.267, -0.388, -2.942)  -0.27
H (-1.221, -0.921, 0.365)  0.21

## Properties
Energy above the lowest of the compared OMol25 structures with the same formula, charge and spin ... 5.543 eV
Maximum force ... 6.15 eV Å⁻¹
Calculated total energy ... -5745.8735 eV
Net charge ... 0
LUMO level ... 0.0355 Eh

Here is C4H6O2 as an isolated structure at a distorted geometry from OMol25. Energies are from ωB97M-V/def2-TZVPD.

Each line ends with the natural charge from an NBO analysis.
Geometry (Å):
H (-0.084, 0.217, -2.501)  0.07
H (1.575, 0.853, -0.678)  0.21
C (-0.028, -0.237, 1.521)  -0.09
C (0.781, 0.206, -0.325)  0.01
H (0.252, 0.350, 2.406)  0.18
O (-1.316, -0.194, -0.584)  -0.50
H (-0.964, 1.586, 0.501)  0.20
O (1.146, -0.638, 0.776)  -0.52
H (-0.009, -1.215, -2.048)  0.24
C (-0.544, 0.591, 0.357)  0.05
H (-0.663, -1.081, 1.813)  0.20
C (-0.147, -0.438, -1.238)  -0.06

## Properties
Energy above the lowest of the compared OMol25 structures with the same formula, charge and spin ... 4.804 eV
Maximum force ... 8.87 eV Å⁻¹
Calculated total energy ... -8335.6576 eV
Net charge ... 0
LUMO level ... 0.0354 Eh

Which value of maximum force does entry 5 give?
3.61 eV Å⁻¹

What is the calculated total energy in the fifth record?
-25321.8563 eV

What is the net charge in the fourth record?
0

Which formula does entry 4 have?
C18H19ClN4O3